1.
Molecular formula: C19H22N2OS
Method: DFT, wB97M-V/def2-TZVPD

```
45
Properties=species:S:1:pos:R:3:nbo_charge:R:1
C 1.347 1.035 -3.677 -0.703
C 1.420 -0.072 -4.602 0.589
O 1.371 0.026 -5.734 -0.511
C 1.686 -1.470 -4.129 -0.100
C 1.528 -1.691 -2.902 -0.310
C 1.995 -3.010 -2.393 0.198
C 2.424 -3.966 -3.327 -0.206
C 2.204 -3.892 -4.596 -0.236
C 1.964 -2.630 -5.081 -0.186
H 2.005 -2.272 -6.095 0.236
H 2.622 -4.781 -5.176 0.238
H 2.447 -5.239 -2.880 0.197
N 1.782 -3.267 -1.068 -0.637
C 1.216 -2.878 0.141 0.256
N -0.021 -2.155 -0.310 -0.627
H -0.006 -1.975 -1.291 0.384
C -0.725 -1.262 0.635 -0.133
C -0.225 0.090 0.829 -0.445
C -1.232 0.686 2.061 -0.380
H -0.948 0.191 2.904 0.208
H -2.266 0.662 1.568 0.229
C -0.511 2.117 2.148 -0.316
C -1.499 2.773 3.273 0.000
C -2.529 3.538 2.860 -0.254
C -3.714 3.877 3.868 -0.163
C -3.244 3.991 5.224 -0.268
C -2.108 3.414 5.403 -0.170
C -1.271 2.594 4.664 -0.248
H -0.244 2.195 4.768 0.227
H -1.766 3.238 6.571 0.187
H -3.866 4.310 5.975 0.220
H -4.522 4.600 3.456 0.213
H -2.963 3.643 1.849 0.212
H -0.835 2.813 1.102 0.185
H 0.334 2.238 2.393 0.149
H 0.802 -0.056 1.343 0.237
H -0.556 0.504 -0.091 0.215
H -1.526 -1.391 0.442 0.130
H -0.591 -1.984 1.671 0.178
S 1.758 -3.302 1.634 -0.139
H 2.647 -3.941 -0.595 0.417
H 1.827 -1.014 -2.081 0.236
H 0.460 0.794 -3.224 0.229
H 2.169 1.148 -3.193 0.226
H 1.160 1.773 -4.339 0.237
```

## Properties
Energy above the lowest of the compared OMol25 structures with the same formula, charge and spin   15.319 eV
Spin multiplicity   1



2.
Molecular formula: C19H22N4O2
Method: DFT, wB97M-V/def2-TZVPD

```
47
Properties=species:S:1:pos:R:3:nbo_charge:R:1
C -4.282 -3.264 -0.807 -0.592
H -4.143 -4.288 -1.144 0.208
H -5.046 -2.786 -1.412 0.229
H -4.623 -3.277 0.225 0.209
C -2.973 -2.488 -0.923 -0.455
C -3.164 -1.063 -0.540 0.430
N -4.280 -0.417 -0.700 -0.470
C -4.076 0.835 -0.184 0.066
C -4.890 1.953 -0.075 -0.162
C -4.326 3.064 0.529 -0.277
C -3.010 3.027 0.988 0.031
N -2.211 1.975 0.898 -0.443
C -2.757 0.917 0.323 0.308
N -2.181 -0.306 0.072 -0.404
C -0.868 -0.662 0.414 0.209
C -0.051 -1.348 -0.479 -0.226
C 1.240 -1.679 -0.117 -0.204
C 1.746 -1.323 1.129 -0.010
C 0.928 -0.620 2.006 -0.219
C -0.370 -0.294 1.659 -0.215
H -0.999 0.255 2.341 0.239
H 1.301 -0.335 2.980 0.213
C 3.175 -1.627 1.470 -0.521
H 3.361 -1.484 2.536 0.229
H 3.433 -2.651 1.199 0.245
C 4.095 -0.696 0.676 0.693
O 4.957 -1.097 -0.075 -0.625
N 3.838 0.611 0.891 -0.622
H 3.060 0.862 1.482 0.397
C 4.499 1.687 0.190 -0.269
H 4.927 2.377 0.923 0.198
C 3.547 2.467 -0.741 -0.066
O 3.535 2.028 -2.072 -0.529
C 3.015 0.733 -2.268 -0.264
H 2.906 0.612 -3.344 0.192
H 3.690 -0.039 -1.890 0.184
H 2.034 0.625 -1.787 0.163
H 3.873 3.508 -0.800 0.193
H 2.528 2.437 -0.319 0.158
H 5.306 1.246 -0.398 0.246
H 1.873 -2.207 -0.814 0.224
H -0.417 -1.603 -1.461 0.222
H -2.568 3.893 1.460 0.192
H -4.900 3.969 0.649 0.220
H -5.904 1.949 -0.443 0.227
H -2.204 -2.935 -0.287 0.223
H -2.623 -2.535 -1.959 0.224
```

## Properties
SMILES string   CCc1nc2cccnc2n1-c1ccc(CC(=O)NCCOC)cc1
Energy above the lowest of the compared OMol25 structures with the same formula, charge and spin   0.711 eV
Spin multiplicity   1



3.
Molecular formula: C19H22N4O5S
Method: DFT, wB97M-V/def2-TZVPD

```
51
Properties=species:S:1:pos:R:3:nbo_charge:R:1
C -2.318 2.439 -4.673 -0.613
H -3.031 3.222 -4.992 0.214
H -2.705 1.409 -4.972 0.215
H -1.377 2.548 -4.963 0.216
C -2.712 2.293 -3.267 0.019
N -1.710 1.257 -2.776 -0.585
C -2.115 0.469 -1.936 0.685
O -3.376 0.164 -1.376 -0.751
C -1.122 -0.779 -1.339 -0.255
N -0.217 0.045 -0.414 -0.463
C 1.060 0.529 -0.910 0.594
O 1.113 0.475 -2.212 -0.711
C 1.701 1.329 -0.120 -0.542
C 3.186 0.381 0.275 -0.394
C 2.655 -0.743 1.220 0.630
O 2.913 -0.365 2.345 -0.622
N 2.179 -1.724 0.745 -0.596
C 1.958 -2.292 -0.490 0.267
N 0.952 -3.296 -0.394 -0.468
C 0.951 -3.615 -1.817 -0.076
C 1.666 -3.228 -2.745 -0.259
S 2.988 -2.023 -1.976 0.279
H 1.906 -3.347 -3.701 0.225
H 0.227 -4.295 -2.066 0.215
H 1.869 -2.713 1.667 0.434
H 3.888 1.007 0.728 0.237
H 3.341 0.066 -0.817 0.210
H 1.528 1.487 1.033 0.298
H 2.334 2.278 -0.644 0.277
C -0.562 0.203 0.941 0.128
C -0.651 -1.128 1.771 -0.184
C -1.185 -1.075 2.991 -0.258
C -1.366 0.260 3.594 0.306
C -1.387 1.456 2.682 0.235
C -0.926 1.399 1.394 -0.266
H -0.716 2.198 1.000 0.203
O -1.783 2.371 3.548 -0.480
C -1.806 2.176 4.798 0.291
O -1.771 0.568 4.809 -0.512
H -1.151 2.404 5.524 0.167
H -3.020 2.420 5.046 0.156
H -0.925 -1.784 3.544 0.196
H -0.421 -1.981 1.149 0.229
H -0.592 -0.982 -2.285 0.233
H -1.536 -1.618 -0.820 0.237
H -0.838 1.243 -2.831 0.410
C -2.096 3.728 -2.539 -0.645
H -2.718 4.602 -2.902 0.221
H -2.177 3.440 -1.394 0.223
H -0.842 3.729 -2.838 0.206
H -3.538 2.050 -2.864 0.224
```

## Properties
Energy above the lowest of the compared OMol25 structures with the same formula, charge and spin   19.043 eV
Spin multiplicity   1



| no. | LUMO energy (Ha) | E (a.u.) | frontier orbital gap (eV) |
| --- | --- | --- | --- |
| 1 | -0.001 | -1319.6189 | 8.1 |
| 2 | 0.021 | -1106.7567 | 9.3 |
| 3 | -0.022 | -1729.9785 | 6.6 |